(1)
14 unconnected molecules or ions with the total composition C33H86N14O27 at a distorted geometry, computed with ωB97M-V/def2-TZVPD.

Geometry (Å):
1 C -5.586 5.508 1.728
2 C -5.485 4.085 2.291
3 O -5.865 3.914 3.478
4 N -4.706 3.064 1.459
5 H -5.164 2.748 0.616
6 H -3.994 3.638 1.030
7 C -4.177 1.986 2.432
8 H -4.584 5.935 1.701
9 H -6.181 6.154 2.374
10 H -5.989 5.640 0.724
11 H -3.638 2.542 3.199
12 H -3.576 1.251 1.895
13 H -5.119 1.496 2.676
14 C -0.378 1.067 0.473
15 C -0.035 -0.389 0.386
16 O -0.714 -1.236 -0.129
17 N 1.271 -0.686 1.118
18 H 1.823 -0.931 0.308
19 H 1.658 0.117 1.592
20 C 1.067 -1.870 2.090
21 H -0.658 1.345 -0.544
22 H 0.369 1.716 0.929
23 H -1.156 1.058 1.237
24 H 2.026 -1.993 2.593
25 H 0.927 -2.777 1.502
26 H 0.298 -1.711 2.846
27 C -3.295 -6.363 -2.838
28 C -2.720 -5.726 -1.645
29 O -3.438 -5.168 -0.808
30 N -1.193 -5.903 -1.413
31 H -1.067 -6.385 -0.535
32 H -0.772 -6.452 -2.150
33 C -0.414 -4.554 -1.313
34 H -3.320 -7.446 -2.712
35 H -2.499 -6.221 -3.568
36 H -4.177 -5.826 -3.187
37 H 0.645 -4.764 -1.163
38 H -0.918 -4.029 -0.502
39 H -0.615 -4.039 -2.253
40 C -2.010 3.188 -6.712
41 C -0.630 3.289 -5.921
42 C 0.121 2.019 -5.703
43 C -0.544 0.984 -4.855
44 N 0.221 -0.374 -4.737
45 C 1.732 -0.368 -4.612
46 C 2.329 -1.280 -5.631
47 C 1.226 -2.116 -6.123
48 C 0.023 -1.206 -6.015
49 C -0.454 -1.143 -3.568
50 H -1.753 2.888 -7.728
51 H -2.447 4.165 -6.916
52 H -2.796 2.651 -6.180
53 H -0.859 3.740 -4.955
54 H -0.040 4.103 -6.343
55 H 1.078 2.222 -5.223
56 H 0.490 1.762 -6.696
57 H -1.506 0.616 -5.209
58 H -0.604 1.447 -3.869
59 H 1.990 -0.679 -3.599
60 H 2.241 0.595 -4.642
61 H 3.223 -1.851 -5.379
62 H 2.593 -0.646 -6.478
63 H 1.074 -2.883 -5.364
64 H 1.297 -2.466 -7.153
65 H -0.974 -1.647 -6.020
66 H 0.065 -0.437 -6.786
67 H -0.193 -0.627 -2.644
68 H 0.037 -2.115 -3.553
69 H -1.543 -1.168 -3.604
70 C -1.312 2.260 5.721
71 N -0.259 3.263 5.161
72 C 0.090 2.859 3.720
73 C -0.901 4.694 4.946
74 C 1.034 3.182 6.027
75 C 2.127 4.189 5.635
76 O 1.743 5.516 5.794
77 H -0.745 1.365 5.976
78 H -2.120 2.101 5.008
79 H -1.747 2.718 6.609
80 H 0.589 1.896 3.831
81 H 0.663 3.676 3.282
82 H -0.908 2.720 3.303
83 H -0.214 5.206 4.272
84 H -0.889 5.171 5.926
85 H -1.920 4.544 4.589
86 H 1.408 2.190 5.778
87 H 0.674 3.270 7.052
88 H 2.383 3.991 4.594
89 H 2.960 4.005 6.314
90 H 2.471 6.057 5.479
91 C 6.468 1.078 0.528
92 N 6.520 -0.426 0.342
93 C 5.230 -1.112 0.654
94 C 6.887 -0.847 -1.038
95 C 7.688 -1.018 1.147
96 C 7.684 -0.760 2.698
97 O 7.922 0.597 3.111
98 H 5.922 1.582 -0.269
99 H 7.473 1.492 0.445
100 H 6.092 1.261 1.535
101 H 4.873 -0.758 1.621
102 H 5.378 -2.180 0.494
103 H 4.506 -0.753 -0.077
104 H 7.154 -1.899 -1.142
105 H 7.799 -0.393 -1.425
106 H 5.980 -0.632 -1.603
107 H 8.594 -0.966 0.544
108 H 7.468 -2.084 1.198
109 H 8.477 -1.371 3.129
110 H 6.790 -1.149 3.186
111 H 7.409 0.606 3.922
112 C -3.905 -1.791 -0.524
113 N -5.390 -1.500 -0.838
114 C -6.187 -2.792 -1.243
115 C -5.991 -1.043 0.515
116 C -5.590 -0.266 -1.881
117 C -4.731 -0.271 -3.090
118 O -5.052 -1.464 -3.791
119 H -3.494 -0.790 -0.390
120 H -3.419 -2.177 -1.420
121 H -3.796 -2.454 0.333
122 H -7.254 -2.588 -1.332
123 H -6.010 -3.569 -0.500
124 H -5.697 -3.010 -2.192
125 H -5.838 -1.854 1.227
126 H -7.030 -0.874 0.235
127 H -5.560 -0.087 0.813
128 H -5.250 0.590 -1.299
129 H -6.644 -0.032 -2.034
130 H -3.666 -0.198 -2.865
131 H -4.960 0.630 -3.659
132 H -5.994 -1.489 -3.976
133 N -2.839 -0.777 3.646
134 O -3.365 -1.339 2.732
135 O -1.724 -0.265 3.426
136 O -3.235 -0.838 4.796
137 N 4.702 -2.842 5.370
138 O 4.520 -2.322 6.495
139 O 4.339 -2.131 4.475
140 O 5.152 -3.968 5.243
141 N -0.014 -6.317 2.139
142 O -0.483 -5.212 1.952
143 O 0.369 -6.644 3.293
144 O 0.008 -7.162 1.242
145 N 3.660 1.700 3.281
146 O 3.439 1.457 4.436
147 O 4.496 2.472 2.878
148 O 2.887 1.175 2.422
149 N -0.942 5.140 0.838
150 O 0.015 4.365 1.085
151 O -2.018 4.838 1.323
152 O -0.743 6.193 0.229
153 N 3.045 -3.025 -1.835
154 O 4.051 -3.553 -1.577
155 O 2.603 -3.145 -3.002
156 O 2.375 -2.516 -0.964
157 N 2.953 1.290 -1.944
158 O 4.016 0.966 -2.445
159 O 2.716 1.060 -0.761
160 O 1.995 1.825 -2.568

**Energy**: -4105.684830 Ha
**Total charge**: 0
**Multiplicity**: 1
**Lowest unoccupied orbital energy**: -0.089 Ha
**HOMO**: -5.0 eV

Atomic partial charges in e from the Mulliken method, atoms 1 to 2:
1. C -1.14
2. C 0.68

=====

(2)
10 unconnected molecules or ions with the total composition C33H86N2O16P2 at a distorted geometry, computed with ωB97M-V/def2-TZVPD.

Geometry (Å):
1 C 1.337 2.038 -0.689
2 C 0.377 3.189 0.052
3 O 0.834 3.718 1.202
4 N -0.900 3.575 -0.660
5 C -0.585 4.943 -1.289
6 C -2.090 3.677 0.266
7 C -2.702 2.251 0.786
8 P -2.102 0.704 -0.154
9 O -3.284 -0.385 -0.016
10 O -0.731 -0.008 0.691
11 O -1.853 0.919 -1.863
12 O -3.118 4.586 -0.342
13 C -3.868 3.888 -1.401
14 O -3.363 3.462 -2.564
15 P -5.746 3.610 -1.119
16 N -6.156 1.953 -1.655
17 O -6.023 3.671 0.599
18 H 1.549 1.122 0.044
19 H 0.843 1.656 -1.705
20 H 2.406 2.478 -0.973
21 H -0.827 5.844 -0.581
22 H 0.575 4.979 -1.500
23 H -1.118 5.091 -2.337
24 H -1.718 4.262 1.237
25 H -2.346 2.119 1.917
26 H -3.879 2.199 0.822
27 H -0.369 0.681 1.353
28 H -1.241 0.174 -2.198
29 H -7.177 2.021 -1.950
30 H -5.566 1.784 -2.510
31 H -6.890 3.215 0.823
32 C 5.792 5.223 1.655
33 C 4.713 5.068 0.595
34 C 3.324 5.087 1.213
35 O 4.905 3.837 -0.098
36 H 5.754 4.400 2.377
37 H 6.787 5.196 1.198
38 H 5.681 6.168 2.196
39 H 4.800 5.875 -0.140
40 H 3.198 4.259 1.919
41 H 2.558 4.961 0.440
42 H 3.139 6.028 1.740
43 H 4.830 3.115 0.548
44 C 11.189 4.842 -1.089
45 C 10.146 3.939 -0.452
46 C 9.007 3.642 -1.415
47 O 9.624 4.571 0.715
48 H 10.753 5.806 -1.374
49 H 11.996 5.058 -0.381
50 H 11.621 4.378 -1.981
51 H 10.614 3.001 -0.135
52 H 8.493 4.563 -1.711
53 H 8.258 3.001 -0.939
54 H 9.374 3.141 -2.317
55 H 9.206 5.405 0.443
56 C -6.643 8.870 -3.420
57 C -6.211 7.576 -2.749
58 C -5.212 6.814 -3.606
59 O -7.355 6.758 -2.518
60 H -7.134 8.669 -4.379
61 H -7.371 9.401 -2.798
62 H -5.786 9.528 -3.597
63 H -5.765 7.798 -1.774
64 H -5.652 6.540 -4.571
65 H -4.919 5.879 -3.116
66 H -4.313 7.410 -3.788
67 H -7.758 6.556 -3.379
68 C 2.467 0.569 3.081
69 C 3.852 0.384 2.481
70 C 4.674 -0.614 3.283
71 O 4.527 1.639 2.456
72 H 2.531 0.957 4.103
73 H 1.891 1.298 2.501
74 H 1.916 -0.377 3.100
75 H 3.762 0.039 1.446
76 H 4.816 -0.267 4.312
77 H 5.672 -0.727 2.847
78 H 4.189 -1.594 3.308
79 H 4.611 1.953 3.371
80 C -5.381 -4.350 0.546
81 C -4.441 -4.636 1.706
82 C -4.620 -3.624 2.827
83 O -3.094 -4.595 1.244
84 H -5.184 -3.361 0.117
85 H -5.233 -5.078 -0.258
86 H -6.427 -4.389 0.866
87 H -4.626 -5.645 2.089
88 H -4.396 -2.609 2.478
89 H -3.928 -3.835 3.650
90 H -5.643 -3.642 3.216
91 H -2.921 -3.702 0.902
92 C -9.395 -6.663 1.186
93 C -9.806 -5.201 1.116
94 C -11.233 -5.050 0.613
95 O -8.921 -4.503 0.244
96 H -9.434 -7.129 0.194
97 H -8.362 -6.756 1.537
98 H -10.047 -7.225 1.861
99 H -9.715 -4.746 2.108
100 H -11.337 -5.458 -0.398
101 H -11.510 -3.992 0.557
102 H -11.940 -5.563 1.272
103 H -8.995 -4.901 -0.640
104 C -5.009 -9.600 -0.631
105 C -6.106 -8.808 0.062
106 C -5.989 -8.904 1.575
107 O -7.378 -9.306 -0.346
108 H -5.072 -10.664 -0.374
109 H -5.114 -9.532 -1.719
110 H -4.018 -9.231 -0.350
111 H -6.052 -7.758 -0.245
112 H -6.086 -9.943 1.910
113 H -6.792 -8.339 2.060
114 H -5.027 -8.514 1.921
115 H -7.435 -10.238 -0.077
116 C 14.017 0.863 -1.338
117 C 12.790 1.614 -1.830
118 C 12.091 0.861 -2.951
119 O 13.181 2.902 -2.299
120 H 14.750 0.740 -2.144
121 H 14.517 1.423 -0.540
122 H 13.748 -0.126 -0.957
123 H 12.093 1.766 -0.998
124 H 12.756 0.738 -3.814
125 H 11.217 1.419 -3.303
126 H 11.764 -0.128 -2.617
127 H 13.799 2.778 -3.037
128 C 0.563 -6.579 -0.518
129 C 1.255 -6.094 0.746
130 C 0.802 -6.885 1.963
131 O 0.962 -4.713 0.945
132 H -0.523 -6.454 -0.443
133 H 0.889 -5.992 -1.384
134 H 0.782 -7.634 -0.708
135 H 2.340 -6.185 0.630
136 H -0.275 -6.772 2.126
137 H 1.299 -6.517 2.868
138 H 1.028 -7.950 1.848
139 H 0.000 -4.623 1.049

**Energy**: -3304.841341 Ha
**Total charge**: 0
**Structure (SMILES)**: CC(=O)N(C)[C@H](CP(=O)(O)O)OC(=O)P(N)O.CC(C)O.CC(C)O.CC(C)O.CC(C)O.CC(C)O.CC(C)O.CC(C)O.CC(C)O.CC(C)O
**Multiplicity**: 1
**Lowest unoccupied orbital energy**: -0.016 Ha
**HOMO**: -8.5 eV

Atomic partial charges in e from the Mulliken method, atoms 1 to 2:
1. C -0.50
2. C 0.12

=====

Question: The highest lowest unoccupied orbital energy belongs to which entry?
Answer: C33H86N2O16P2

=====

Question: total charge of number 2 (C33H86N2O16P2)?
Answer: 0